(1)
23
Properties=species:S:1:pos:R:3:forces:R:3:mulliken_spin:R:1 method="wB97M-V/def2-TZVPD" spin_multiplicity=2 total_charge=+2 energy_ev=-9971.4713 relative_energy_kj_mol=108.7
C 0.2651 -0.5126 0.4698 0.67 1.98 0.65 0.3016
C -0.4056 -1.4475 -0.6799 -0.10 -1.95 -0.50 0.0868
C 0.3534 -2.7513 -0.6189 -0.72 0.25 -0.14 0.1332
C -1.8574 -1.5736 -0.4071 0.06 -0.57 -0.62 0.1256
N 0.2048 0.9395 0.0880 -0.69 0.18 -0.82 0.0035
H -0.2462 -0.6139 1.4037 -0.61 -0.57 0.35 0.0074
H 1.3185 -0.7142 0.6296 0.02 -0.36 -0.37 -0.0097
H -0.1910 -0.9357 -1.6302 0.21 0.62 0.22 0.0566
H 0.4252 -3.0788 -1.6922 -0.02 0.02 -0.02 0.1028
H 1.4324 -2.7456 -0.4030 -0.06 0.05 0.12 0.0445
H -0.2011 -3.4799 -0.0313 0.42 -0.14 0.14 -0.0034
H -2.2265 -2.0761 -1.3595 -0.05 0.47 -0.07 0.1199
H -2.4347 -0.6803 -0.2361 -0.18 0.32 -0.17 -0.0026
H -2.1489 -2.3930 0.2428 0.10 0.01 0.68 0.0138
H -0.1350 1.5669 0.8202 0.45 0.00 0.95 0.0048
H 1.1570 1.2062 -0.2424 0.45 0.80 0.15 0.0026
H -0.4530 1.2432 -0.6468 0.13 -0.76 -0.23 0.0072
H 2.7553 1.6927 -1.7255 0.06 0.01 0.19 0.0000
H 3.4454 2.3040 -0.5230 -0.12 -0.03 0.36 0.0000
O 2.6923 1.7433 -0.7580 -0.13 -0.16 -0.67 0.0009
H -2.0064 4.1724 2.5732 -0.25 -0.16 0.20 -0.0002
H -0.5886 4.4109 2.1787 0.20 0.04 0.19 -0.0002
O -1.1548 3.7235 2.5479 0.16 -0.04 -0.59 0.0049

(2)
42
Properties=species:S:1:pos:R:3:forces:R:3:lowdin_charge:R:1 method="wB97M-V/def2-TZVPD" energy_ev=-25982.2037 smiles=NCCN.O.O.O.O.O.O.O.O.O.O relative_energy_kj_mol=85.4
N -0.2664 2.3712 0.7034 1.44 -0.39 1.39 -0.0233
C 0.7137 1.3942 1.4638 -0.93 1.83 -2.51 -0.2266
C 0.5524 1.4720 2.9337 1.93 0.69 3.70 -0.3297
N -0.6546 0.8642 3.4795 1.47 0.96 -0.69 0.0193
H -1.0979 2.2539 1.2690 -0.49 0.30 0.01 0.0372
H 0.0477 3.3355 0.8982 -0.16 -0.56 0.00 0.0830
H 1.7606 1.7556 1.0977 -1.76 -1.49 0.61 0.1320
H 0.2476 0.4114 1.1505 1.65 0.65 -0.07 0.1151
H 1.4921 1.0715 3.4639 -1.08 -0.59 -1.00 0.1187
H 0.7416 2.4745 3.4570 -1.08 -0.61 -1.39 0.1357
H -1.3588 1.4071 3.8990 -0.62 0.46 0.32 0.0579
H -0.8530 -0.0647 3.2368 -0.33 -1.03 -0.17 0.0401
H -2.6305 -1.9815 -1.0447 0.17 -0.28 -0.17 0.0297
H -2.3478 -1.4408 -2.4928 0.16 -0.45 -0.15 0.0139
O -2.9298 -1.3842 -1.7310 -0.55 0.52 -0.03 -0.0420
H 0.2941 -1.7964 -3.1079 -0.55 0.03 -1.34 0.0637
H -0.5719 -0.8060 -2.6571 -0.57 0.58 -0.02 0.0284
O -0.5349 -1.3519 -3.4581 1.24 -0.40 1.48 -0.0765
H 1.5305 1.2707 -2.7317 -0.79 -0.14 -0.75 -0.0169
H 1.2259 1.9999 -1.4202 -0.29 -0.13 -0.25 0.0008
O 1.9376 1.6745 -1.9781 1.30 0.47 1.44 -0.0572
H -2.5858 -0.1666 -0.1442 -0.25 -0.54 -1.14 -0.0016
H -2.2659 0.2253 1.2148 0.14 -0.47 0.60 0.0194
O -2.3663 -0.5811 0.6876 0.29 0.89 0.97 -0.0581
H -0.8266 -2.9884 2.8898 0.41 -0.98 0.15 0.0602
H -1.1644 -2.8579 1.5205 -0.06 -0.52 -0.67 0.0275
O -0.7412 -3.5316 2.0801 -0.39 1.69 0.41 -0.0502
H 1.6175 -2.8541 -0.9650 -0.32 0.07 0.23 0.0362
H 0.1450 -2.5203 -1.4649 0.52 -0.43 0.51 0.0366
O 1.0637 -2.2153 -1.4457 -0.39 0.25 -0.52 -0.0599
H 2.5327 -2.5690 1.2794 -0.10 0.03 -0.06 0.0445
H 1.1345 -3.2507 1.2472 -0.36 0.00 0.45 -0.0048
O 2.0357 -3.3129 0.9258 0.55 -0.25 -0.33 -0.0466
H -1.4197 2.7575 -0.9528 0.59 0.13 -1.21 0.0061
H -2.4202 1.8338 -0.9805 -0.98 -0.76 -0.55 -0.0028
O -1.9656 2.3373 -1.6585 0.27 0.57 1.48 -0.0738
H 3.3635 0.0871 1.0172 0.01 -0.19 0.29 -0.0020
H 3.6096 0.7256 -0.3024 0.20 -0.61 -0.23 0.0251
O 3.9083 -0.0339 0.2369 -0.31 0.74 -0.17 -0.0639
H -0.4639 2.1538 -4.0064 -1.05 -0.13 -0.26 0.0473
H -0.4488 0.4850 -3.8532 -0.78 0.39 -0.80 0.0044
O -0.0402 1.3458 -3.7562 1.83 -0.28 0.44 -0.0470

(3)
93
Properties=species:S:1:pos:R:3:forces:R:3:lowdin_charge:R:1 method="wB97M-V/def2-TZVPD" total_charge=-1 energy_ev=-58190.9090
C -5.2198 0.7926 1.7159 0.12 0.48 -0.37 -0.1368
N -5.7607 0.4887 0.3413 0.56 -0.51 0.53 -0.0951
C -4.8619 1.1255 -0.5563 0.70 -0.35 0.74 -0.5080
C -3.4855 0.5778 -0.7641 -0.61 -0.88 0.32 -0.0231
O -5.1858 2.1171 -1.1275 -0.88 2.00 -1.26 0.0563
C -5.9912 -0.8194 0.0724 -0.88 0.26 1.26 -0.5705
C -6.8652 -1.5567 1.0482 0.08 0.14 -0.38 -0.0357
O -5.5953 -1.4041 -0.9055 0.61 -0.82 -1.84 0.0314
H -4.5448 -0.0168 2.0180 -0.07 -0.21 0.10 -0.0269
H -6.0489 0.8925 2.4052 -0.17 0.16 0.22 -0.0377
H -2.7834 1.3437 -1.0173 0.30 0.53 -0.08 0.0584
H -3.5646 -0.1523 -1.5553 0.08 -0.22 -0.43 0.0710
H -3.1946 0.0511 0.1223 0.44 -0.19 0.39 0.0427
H -7.6573 -1.9863 0.4567 -0.47 -0.14 -0.14 0.0578
H -7.2470 -0.9267 1.8311 -0.10 0.09 0.34 0.0541
H -6.3108 -2.3928 1.4324 0.24 -0.33 0.46 0.0693
N -6.1341 7.3515 -2.9953 0.02 -0.04 0.02 0.0297
C -5.3552 6.7829 -2.0730 -0.02 0.07 -0.03 -0.1681
C -5.2383 5.4126 -1.8958 0.06 0.11 0.04 -0.0585
C -5.9729 4.5784 -2.7196 -0.12 -0.18 -0.19 -0.0675
C -6.7913 5.1502 -3.6827 0.08 0.13 0.05 -0.0782
C -6.8338 6.5331 -3.7789 -0.03 0.06 -0.03 -0.1854
H -4.7988 7.4718 -1.4454 0.02 -0.04 0.02 0.0946
H -4.5916 5.0032 -1.1317 -0.04 -0.05 0.01 0.1067
H -5.9062 3.5061 -2.6030 0.03 -0.01 0.12 0.0781
H -7.3853 4.5356 -4.3462 -0.01 0.01 -0.01 0.0941
H -7.4597 7.0198 -4.5213 -0.02 -0.05 -0.01 0.0908
N -1.1922 0.7384 1.5263 0.28 -0.03 0.10 0.0820
C -1.1384 0.1031 2.6927 -0.15 -0.03 0.00 -0.1379
C -0.0183 0.0970 3.5143 -0.01 0.04 -0.10 -0.0781
C 1.1051 0.7895 3.0939 0.14 -0.02 0.16 -0.0968
C 1.0642 1.4586 1.8827 0.00 0.00 -0.02 -0.0842
C -0.1066 1.4019 1.1402 -0.09 0.02 -0.11 -0.1470
H -2.0441 -0.4235 2.9766 0.00 0.03 0.03 0.1029
H -0.0295 -0.4363 4.4554 -0.02 0.00 0.00 0.0946
H 2.0016 0.8115 3.7030 0.01 0.00 -0.02 0.0908
H 1.9205 2.0135 1.5217 -0.01 0.02 -0.01 0.0874
H -0.1876 1.9134 0.1848 0.03 0.01 0.01 0.0999
N 5.1358 0.7476 3.2720 0.07 -0.10 -0.13 0.0569
C 5.6119 -0.3865 3.7838 -0.05 0.10 0.10 -0.1598
C 6.1414 -1.4145 3.0188 0.02 0.00 0.03 -0.0895
C 6.1754 -1.2587 1.6436 0.08 -0.12 -0.06 -0.0914
C 5.6877 -0.0884 1.0921 -0.03 0.04 -0.07 -0.0654
C 5.1819 0.8798 1.9458 -0.07 0.10 0.15 -0.1509
H 5.5635 -0.4676 4.8646 0.02 -0.06 -0.01 0.1015
H 6.5169 -2.3132 3.4901 -0.03 0.00 0.03 0.0991
H 6.5801 -2.0385 1.0097 -0.01 0.01 -0.01 0.1047
H 5.7005 0.0715 0.0229 0.02 0.04 0.01 0.0900
H 4.7918 1.8138 1.5569 0.00 -0.02 -0.06 0.1022
N 7.9137 0.5474 -1.9223 -0.02 -0.09 -0.05 0.0528
C 7.0346 0.5140 -2.9224 -0.01 0.10 0.07 -0.1605
C 6.9399 -0.5306 -3.8295 0.01 -0.02 0.00 -0.0732
C 7.8086 -1.6004 -3.6916 0.00 -0.05 -0.04 -0.0832
C 8.7303 -1.5834 -2.6575 -0.02 0.00 -0.02 -0.0743
C 8.7400 -0.4908 -1.8040 0.03 0.09 0.13 -0.1583
H 6.3742 1.3717 -2.9935 -0.02 -0.03 -0.05 0.1045
H 6.2035 -0.5048 -4.6208 -0.01 0.02 0.01 0.1016
H 7.7670 -2.4359 -4.3789 0.00 0.00 0.00 0.1041
H 9.4263 -2.3984 -2.5130 0.01 0.01 0.03 0.1007
H 9.4421 -0.4383 -0.9779 0.02 -0.05 -0.01 0.0983
N 11.0054 -2.5507 2.0178 0.01 0.09 0.01 0.0524
C 9.9392 -1.8067 2.3074 -0.04 -0.13 -0.04 -0.1582
C 9.9938 -0.4457 2.5659 -0.04 0.03 0.01 -0.0679
C 11.2287 0.1795 2.5255 0.02 0.07 0.01 -0.0798
C 12.3505 -0.5776 2.2288 -0.03 0.00 0.00 -0.0781
C 12.1839 -1.9322 1.9831 0.02 -0.10 -0.03 -0.1635
H 8.9929 -2.3356 2.3295 -0.03 0.06 0.02 0.0886
H 9.0908 0.1062 2.7912 -0.02 -0.03 -0.01 0.1003
H 11.3153 1.2406 2.7216 -0.01 0.00 0.00 0.1058
H 13.3337 -0.1292 2.1875 0.01 -0.02 -0.01 0.0986
H 13.0349 -2.5612 1.7440 0.03 0.05 0.01 0.1000
N -0.7422 1.7575 -3.2477 0.04 -0.09 -0.15 0.0614
C -1.6181 1.7212 -4.2513 0.00 0.15 0.15 -0.1467
C -1.7011 0.6785 -5.1616 0.01 0.00 -0.01 -0.0737
C -0.8274 -0.3863 -5.0244 -0.01 -0.06 -0.06 -0.0895
C 0.0888 -0.3668 -3.9868 0.00 0.00 -0.01 -0.0808
C 0.0875 0.7237 -3.1309 0.01 0.09 0.13 -0.1618
H -2.2852 2.5733 -4.3187 -0.05 -0.04 -0.02 0.1064
H -2.4361 0.7014 -5.9543 -0.02 0.02 0.02 0.0990
H -0.8629 -1.2211 -5.7133 -0.01 0.00 0.01 0.1005
H 0.7872 -1.1796 -3.8398 0.00 0.00 0.03 0.0957
H 0.7843 0.7760 -2.3004 0.01 -0.06 -0.01 0.0956
N -9.1009 -3.9060 2.0356 -0.12 -0.14 0.06 0.0722
C -9.1404 -5.2065 1.7604 0.10 0.03 -0.05 -0.1480
C -10.1963 -6.0361 2.1096 -0.01 0.01 0.01 -0.0823
C -11.2703 -5.4813 2.7859 -0.06 -0.04 0.02 -0.0949
C -11.2452 -4.1286 3.0816 0.01 -0.03 -0.01 -0.0798
C -10.1405 -3.3891 2.6837 0.07 0.13 -0.01 -0.1450
H -8.2774 -5.5975 1.2315 -0.03 -0.04 0.00 0.1062
H -10.1754 -7.0877 1.8573 0.02 0.00 -0.01 0.0958
H -12.1145 -6.0941 3.0776 0.00 0.00 0.00 0.0993
H -12.0625 -3.6546 3.6082 0.01 0.02 0.00 0.0969
H -10.0784 -2.3258 2.8905 -0.04 -0.01 0.02 0.1081